# 1
{"formula": "C29H82O12", "method": "ωB97M-V/def2-TZVPD", "homo_lumo_gap_ha": 0.3792, "smiles": "CC(C)O.CC(C)O.CC(C)O.CC(C)O.CC(C)O.CC(C)O.CC(C)O.CCO.CCO.CCO.CO.CO", "multiplicity": 1, "mol_weight_g_mol": 622.96, "charge": 0, "de_lowest_kj_mol": 120.2, "species": ["C", "C", "O", "H", "H", "H", "H", "H", "H", "C", "C", "O", "H", "H", "H", "H", "H", "H", "C", "C", "O", "H", "H", "H", "H", "H", "H", "C", "O", "H", "H", "H", "H", "C", "O", "H", "H", "H", "H", "C", "C", "C", "O", "H", "H", "H", "H", "H", "H", "H", "H", "C", "C", "C", "O", "H", "H", "H", "H", "H", "H", "H", "H", "C", "C", "C", "O", "H", "H", "H", "H", "H", "H", "H", "H", "C", "C", "C", "O", "H", "H", "H", "H", "H", "H", "H", "H", "C", "C", "C", "O", "H", "H", "H", "H", "H", "H", "H", "H", "C", "C", "C", "O", "H", "H", "H", "H", "H", "H", "H", "H", "C", "C", "C", "O", "H", "H", "H", "H", "H", "H", "H", "H"], "positions_angstrom": [[-0.16477, -8.98814, 24.53206], [0.08237, -9.14822, 23.03261], [0.06395, -10.56896, 22.60518], [-1.19616, -8.92950, 24.85968], [0.19368, -7.94128, 24.73003], [0.41037, -9.69900, 25.13320], [0.94025, -8.58710, 22.62442], [-0.79368, -8.70589, 22.53703], [0.86812, -11.04113, 22.92298], [8.55452, -11.27277, 18.96042], [8.18288, -11.18313, 17.55408], [6.99043, -11.97766, 17.47538], [7.74552, -10.80840, 19.59777], [9.42272, -10.71736, 19.16428], [8.65394, -12.31479, 19.36038], [9.02091, -11.64891, 16.92959], [8.02947, -10.16632, 17.26744], [6.60413, -12.01246, 16.61913], [0.74283, -8.57192, 14.87312], [1.13178, -9.93280, 15.46804], [2.30333, -10.39073, 14.89065], [0.01120, -8.04643, 15.56012], [0.22743, -8.66956, 13.94063], [1.64922, -7.94932, 14.89164], [0.27035, -10.64541, 15.33476], [1.30660, -9.71767, 16.57356], [2.67079, -11.02338, 15.53568], [4.85467, -8.69323, 23.74477], [3.72170, -9.48889, 24.11848], [5.72938, -9.38750, 23.57088], [4.61870, -8.06156, 22.85982], [5.05986, -8.01552, 24.58636], [2.94150, -9.02881, 23.86644], [6.17203, -14.39869, 20.49483], [6.00681, -15.56099, 21.29910], [6.98108, -13.77801, 20.84026], [6.37174, -14.69442, 19.49632], [5.32433, -13.67225, 20.49538], [5.90106, -16.36715, 20.74657], [7.57798, -13.01519, 14.03813], [7.77674, -11.54378, 14.18971], [7.87982, -10.89152, 12.85160], [6.72139, -10.93940, 14.93427], [6.65979, -13.26695, 13.47649], [7.44287, -13.46233, 15.01278], [8.37159, -13.54783, 13.49093], [8.65165, -11.38055, 14.77624], [8.58586, -11.34846, 12.22495], [8.32970, -9.89817, 12.98698], [6.95401, -10.76313, 12.39133], [5.93723, -10.77111, 14.32953], [3.41067, -8.51131, 11.86063], [4.70052, -9.01581, 12.48996], [5.43413, -8.11123, 13.45669], [4.59838, -10.30575, 13.15562], [3.70117, -7.72983, 11.21671], [2.64195, -8.19124, 12.58643], [2.90968, -9.34638, 11.38422], [5.42218, -9.19237, 11.67723], [6.36088, -8.56406, 13.82155], [4.77006, -7.76099, 14.23616], [5.81641, -7.38359, 12.79048], [3.76101, -10.26442, 13.59977], [-0.39938, -5.63063, 19.38594], [0.35433, -6.97390, 19.06270], [1.85483, -6.90903, 19.38989], [-0.28448, -7.89120, 19.91215], [-0.66381, -5.52824, 20.46345], [-1.28545, -5.68459, 18.78506], [0.21873, -4.80541, 19.04303], [0.20488, -7.18789, 18.02690], [2.38568, -6.22616, 18.76881], [2.28941, -7.85740, 19.09651], [2.04400, -6.59127, 20.37853], [0.02148, -8.78430, 19.75322], [-0.46043, -13.03005, 19.33164], [-0.69246, -11.54081, 19.09503], [-2.14248, -11.15419, 19.33268], [0.22831, -10.68664, 19.80139], [-1.31396, -13.60195, 18.97788], [-0.46726, -13.30696, 20.41779], [0.53077, -13.34419, 18.89066], [-0.49245, -11.33003, 18.02732], [-2.44355, -11.43901, 20.36495], [-2.76319, -11.70284, 18.65468], [-2.25386, -10.06849, 19.12566], [0.07028, -10.68644, 20.78536], [4.16838, -13.85545, 24.19620], [3.52304, -12.96888, 23.19382], [2.92021, -13.79186, 22.08932], [2.44179, -12.17161, 23.75997], [3.38289, -14.51455, 24.64312], [4.68064, -13.25528, 24.95970], [4.95737, -14.43478, 23.78124], [4.12161, -12.17955, 22.75459], [2.12797, -14.29589, 22.62741], [3.59834, -14.62946, 21.77837], [2.40346, -13.31894, 21.26918], [2.88266, -11.43929, 24.26908], [3.99391, -13.53079, 15.29225], [2.73167, -13.64724, 16.14839], [2.94479, -14.80088, 17.13819], [2.51906, -12.45863, 16.81482], [3.99130, -14.24968, 14.46776], [4.89381, -13.70322, 15.90145], [4.07974, -12.52024, 14.87356], [1.82053, -13.80664, 15.51711], [2.98724, -15.73397, 16.58959], [2.19047, -14.85060, 17.92850], [3.87923, -14.68182, 17.67258], [3.13001, -12.21147, 17.50223], [4.81469, -9.62055, 17.94237], [4.74745, -10.52592, 19.15426], [3.70265, -10.06919, 20.22775], [4.40211, -11.86193, 18.71047], [5.26906, -10.12743, 17.08857], [5.43228, -8.68947, 18.13849], [3.89634, -9.25709, 17.53459], [5.70969, -10.57454, 19.64646], [2.77212, -9.97055, 19.76021], [4.02993, -9.08075, 20.60404], [3.50260, -10.81157, 21.03315], [5.23074, -12.23881, 18.38293]], "lowdin_charge": [-0.085, -0.263, -0.117, 0.067, 0.086, 0.073, 0.103, 0.110, 0.067, -0.099, -0.306, -0.108, 0.083, 0.059, 0.095, 0.134, 0.109, 0.021, -0.087, -0.338, -0.106, 0.080, 0.058, 0.072, 0.127, 0.122, 0.052, -0.128, -0.137, 0.100, 0.078, 0.075, 0.039, -0.157, -0.129, 0.066, 0.066, 0.068, 0.096, -0.050, -0.488, -0.039, -0.093, 0.093, 0.065, 0.091, 0.114, 0.070, 0.096, 0.050, 0.073, -0.026, -0.451, -0.038, -0.088, 0.067, 0.073, 0.087, 0.129, 0.069, 0.086, 0.067, 0.034, -0.041, -0.459, -0.040, -0.064, 0.090, 0.059, 0.067, 0.109, 0.065, 0.049, 0.067, 0.035, -0.051, -0.479, -0.056, -0.100, 0.070, 0.090, 0.075, 0.129, 0.095, 0.064, 0.087, 0.066, -0.047, -0.499, -0.055, -0.096, 0.110, 0.086, 0.061, 0.116, 0.079, 0.085, 0.069, 0.080, -0.041, -0.478, -0.042, -0.066, 0.088, 0.075, 0.064, 0.156, 0.079, 0.071, 0.064, 0.047, -0.037, -0.408, -0.015, -0.084, 0.062, 0.109, 0.055, 0.103, 0.027, 0.081, 0.079, 0.058]}

***

# 2
{"formula": "C26H28N5PSSn", "method": "ωB97M-V/def2-TZVPD", "homo_lumo_gap_ha": 0.2504, "multiplicity": 1, "mol_weight_g_mol": 592.30, "charge": 4, "de_lowest_kj_mol": 432.1, "species": ["Sn", "C", "C", "C", "C", "C", "C", "H", "H", "H", "H", "H", "H", "N", "P", "C", "C", "C", "C", "C", "C", "C", "C", "C", "C", "C", "C", "C", "C", "C", "C", "C", "N", "H", "H", "H", "H", "H", "H", "H", "H", "H", "H", "H", "H", "H", "H", "H", "N", "N", "H", "H", "H", "H", "S", "C", "C", "N", "C", "H", "H", "H"], "positions_angstrom": [[-1.41452, -0.66195, -3.02704], [-3.27285, 1.16840, -3.92076], [-2.24206, 2.00673, -3.46043], [-2.08343, 2.22632, -2.09247], [-2.96807, 1.64144, -1.19047], [-4.00798, 0.83409, -1.63937], [-4.15893, 0.58962, -3.00007], [-3.45975, 1.05156, -4.98280], [-1.61953, 2.54599, -4.16006], [-1.30671, 2.89371, -1.74399], [-2.87019, 1.84834, -0.13281], [-4.71855, 0.41955, -0.93643], [-4.98429, -0.01084, -3.35865], [1.01276, -1.29438, 2.90059], [1.88870, 0.02986, 2.83681], [3.53249, -0.14791, 3.34042], [3.80471, 0.25804, 4.66489], [5.10066, 0.14643, 5.12853], [6.10561, -0.31534, 4.28229], [5.83230, -0.68825, 2.96695], [4.54342, -0.61458, 2.48012], [1.15044, 1.54960, 2.69382], [2.03504, 2.64972, 2.53955], [1.54263, 3.92454, 2.70273], [0.19944, 4.10688, 3.03189], [-0.67835, 3.02319, 3.18032], [-0.22437, 1.74216, 2.99273], [-0.31216, -1.70941, 2.43419], [-1.03502, -2.45513, 3.35020], [-2.28999, -2.88859, 2.96124], [-2.70352, -2.58575, 1.67516], [-1.86527, -1.87197, 0.83071], [-0.66665, -1.39282, 1.19908], [1.51818, -2.05317, 3.36197], [3.02555, 0.63636, 5.31668], [5.33074, 0.42573, 6.14786], [7.12037, -0.38362, 4.65320], [6.62894, -1.04208, 2.32711], [4.32428, -0.91836, 1.46464], [3.08505, 2.48870, 2.32751], [2.20016, 4.77739, 2.60360], [-0.17341, 5.11192, 3.18873], [-1.70603, 3.19926, 3.46792], [-0.88953, 0.89804, 3.12011], [-0.64472, -2.67056, 4.33647], [-2.91301, -3.46064, 3.63554], [-3.65701, -2.93897, 1.30684], [-2.21862, -1.73823, -0.19198], [-1.76412, -2.72473, -4.27026], [-3.17860, -2.47252, -4.00847], [-1.60645, -2.91502, -5.25941], [-1.48232, -3.56719, -3.77327], [-3.64822, -3.32956, -3.72492], [-3.61760, -2.19275, -4.88182], [1.03621, 0.47874, -6.99399], [1.65112, -0.91757, -6.23015], [0.97575, -1.16222, -5.08418], [-0.01990, -0.24391, -4.80397], [-0.08403, 0.67474, -5.75715], [2.46780, -1.48066, -6.65455], [1.16922, -1.98092, -4.40622], [-0.79578, 1.48253, -5.76472]], "lowdin_charge": [1.465, -0.164, -0.167, -0.102, -0.078, -0.072, -0.109, 0.132, 0.114, 0.126, 0.119, 0.131, 0.130, -0.018, 1.242, -0.362, -0.049, -0.010, 0.023, -0.016, -0.050, -0.326, -0.029, -0.004, 0.041, -0.013, -0.036, -0.349, 0.018, 0.005, -0.018, -0.132, 0.122, 0.152, 0.127, 0.138, 0.141, 0.135, 0.121, 0.128, 0.140, 0.143, 0.135, 0.113, 0.137, 0.141, 0.126, 0.058, -0.136, -0.057, 0.120, 0.112, 0.113, 0.107, 1.194, -0.314, -0.254, -0.234, -0.447, 0.104, 0.115, 0.076]}

***

# 3
{"formula": "C23H47N4O9", "method": "ωB97M-V/def2-TZVPD", "homo_lumo_gap_ha": 0.3023, "multiplicity": 1, "mol_weight_g_mol": 523.65, "charge": 1, "de_lowest_kj_mol": 0.0, "species": ["C", "C", "O", "N", "C", "C", "C", "N", "C", "N", "N", "C", "H", "H", "H", "H", "H", "H", "H", "H", "H", "H", "H", "H", "H", "H", "H", "O", "C", "O", "C", "C", "C", "H", "H", "H", "H", "H", "H", "H", "H", "O", "C", "O", "C", "C", "C", "H", "H", "H", "H", "H", "H", "H", "H", "O", "C", "O", "C", "C", "C", "H", "H", "H", "H", "H", "H", "H", "H", "O", "C", "O", "C", "C", "C", "H", "H", "H", "H", "H", "H", "H", "H"], "positions_angstrom": [[0.66406, 5.25163, -0.81804], [0.12936, 4.07685, -0.00624], [-0.57306, 4.25559, 0.92777], [0.58071, 2.78272, -0.43961], [-0.47961, 1.99986, -1.07739], [1.36015, 2.06170, 0.58295], [0.74961, 0.80916, 1.20872], [1.12057, -0.44987, 0.51995], [2.38731, -0.48804, 0.15754], [2.87683, -1.45323, -0.65269], [3.26255, 0.48580, 0.59617], [2.73922, 1.76920, -0.01563], [0.40805, 5.10947, -1.87351], [0.33060, 6.20568, -0.41843], [1.75787, 5.16873, -0.75837], [-0.92765, 2.62861, -1.86877], [-1.30936, 1.80551, -0.38010], [-0.10718, 1.08404, -1.54311], [1.50862, 2.76408, 1.41283], [-0.31867, 0.87940, 1.40150], [1.21078, 0.69971, 2.19726], [0.49219, -0.64914, -0.25931], [2.50572, -1.50656, -1.59056], [3.61975, -2.08723, -0.37376], [4.15190, 0.31249, 0.13830], [2.58707, 1.55868, -1.08320], [3.42369, 2.59732, 0.15054], [5.03009, -4.01762, 0.32306], [4.27189, -4.94993, 0.18571], [3.95466, -5.35359, -1.04949], [3.21138, -6.55073, -1.33441], [1.71875, -6.31261, -1.24585], [3.61290, -5.60439, 1.37322], [3.54217, -7.37191, -0.69847], [3.47537, -6.82398, -2.35450], [1.41668, -6.01753, -0.24016], [1.17077, -7.21410, -1.51848], [1.42383, -5.50545, -1.91827], [2.74346, -5.01710, 1.66769], [4.32611, -5.62474, 2.19474], [3.31331, -6.63429, 1.20074], [1.07584, -7.70137, 5.38358], [1.59388, -6.68095, 5.73793], [2.51310, -6.09630, 4.93698], [3.06386, -4.79840, 5.16563], [4.23435, -4.85319, 6.12569], [1.30624, -6.08245, 7.09387], [2.29291, -4.09561, 5.48799], [3.41222, -4.45093, 4.19271], [3.93098, -5.21451, 7.10821], [4.68062, -3.86505, 6.24461], [4.99529, -5.54045, 5.75465], [1.92033, -6.58444, 7.84032], [0.25641, -6.25009, 7.32374], [1.47209, -5.00866, 7.15030], [-2.93126, 0.70456, -3.87894], [-3.08300, 1.72827, -4.49279], [-3.50042, 1.68263, -5.76477], [-3.87798, 2.83775, -6.52430], [-2.67400, 3.50555, -7.15573], [-2.72006, 3.05751, -3.87446], [-4.46768, 3.52573, -5.91652], [-4.54044, 2.47131, -7.30658], [-1.97435, 3.87066, -6.40247], [-2.98407, 4.34794, -7.77445], [-2.13022, 2.79392, -7.77766], [-1.64582, 3.21217, -3.97848], [-2.98013, 3.02215, -2.81698], [-3.25267, 3.90799, -4.29339], [-6.77713, 3.32051, -1.28246], [-6.09680, 4.21355, -0.86367], [-4.80314, 3.96873, -0.55737], [-3.85574, 4.98553, -0.22267], [-3.92717, 5.34512, 1.24719], [-6.67586, 5.58118, -0.59068], [-3.96998, 5.85478, -0.87361], [-2.87523, 4.56188, -0.44181], [-4.90144, 5.75637, 1.51196], [-3.16177, 6.07943, 1.50007], [-3.77860, 4.45717, 1.86212], [-7.16110, 5.57239, 0.38436], [-7.41771, 5.79549, -1.35678], [-5.94683, 6.38793, -0.62568]], "lowdin_charge": [0.026, -0.494, 0.140, -0.111, -0.036, -0.271, -0.081, 0.159, -0.382, 0.196, 0.106, -0.066, 0.087, 0.089, 0.088, 0.076, 0.103, 0.090, 0.157, 0.138, 0.140, 0.166, 0.131, 0.110, 0.143, 0.131, 0.137, 0.074, -0.533, 0.001, -0.219, -0.062, 0.016, 0.119, 0.126, 0.068, 0.088, 0.080, 0.096, 0.091, 0.080, 0.116, -0.526, -0.015, -0.247, -0.059, 0.013, 0.114, 0.101, 0.071, 0.083, 0.086, 0.099, 0.093, 0.068, 0.098, -0.525, 0.010, -0.225, -0.064, 0.005, 0.116, 0.126, 0.064, 0.085, 0.085, 0.086, 0.074, 0.075, 0.116, -0.528, -0.015, -0.244, -0.060, 0.014, 0.116, 0.094, 0.071, 0.083, 0.086, 0.099, 0.093, 0.069]}

***

# 4
{"formula": "C7H9NO", "method": "ωB97M-V/def2-TZVPD", "homo_lumo_gap_ha": [0.2563, 0.2947], "multiplicity": 1, "mol_weight_g_mol": 123.15, "charge": 0, "de_lowest_kj_mol": 769.8, "species": ["C", "C", "C", "C", "C", "C", "C", "N", "O", "H", "H", "H", "H", "H", "H", "H", "H", "H"], "positions_angstrom": [[-2.10005, -0.65674, -0.13279], [-2.91748, 0.39573, 0.17111], [-0.61140, -0.58766, -0.05983], [-0.31615, 0.74819, 0.30127], [1.55811, 1.31158, 0.60080], [0.22420, -1.70862, -0.06872], [2.50278, 0.65766, -0.22850], [-1.11271, 1.76872, 0.43526], [-2.52171, 1.65852, 0.51407], [-2.59657, -1.53753, -0.61358], [-4.02500, 0.54120, 0.04458], [1.72776, 2.41222, 0.70248], [0.84165, -1.79794, -1.07527], [-0.29637, -2.70721, -0.00165], [1.05749, -1.72810, 0.63489], [3.18088, 0.05000, 0.41655], [3.23902, 1.31664, -0.80483], [2.16554, -0.13664, -0.83585]], "lowdin_charge": [-0.023, -0.126, -0.276, -0.130, 0.026, -0.111, -0.216, 0.056, -0.058, 0.122, 0.138, 0.074, 0.120, 0.102, 0.082, 0.091, 0.104, 0.025]}